# 1
Below is a molecular structure, C10H13N5O5PdS2Se in a non-equilibrium geometry, with properties calculated with wB97M-V/def2-TZVPD.

Geometry as ORCA input:
```
! wB97M-V def2-TZVPD RIJCOSX def2/J DEFGRID3
* xyz -2 1
Pd 1.46 0.06 -0.78
N 5.05 1.12 1.63
C 3.94 0.44 1.13
S 4.16 -0.47 -0.31
N 2.86 0.60 1.86
N 1.75 -0.03 1.32
C 0.79 -0.22 2.13
C -0.43 -0.97 1.85
C -1.36 -1.09 2.88
C -2.54 -1.80 2.74
C -2.79 -2.42 1.51
C -1.89 -2.34 0.48
C -0.66 -1.62 0.59
O 0.16 -1.59 -0.39
H 5.93 0.73 1.34
H 4.96 1.37 2.60
H 0.91 0.18 3.14
H -1.14 -0.60 3.82
H -3.25 -1.88 3.56
H -3.71 -2.99 1.37
H -2.07 -2.83 -0.47
C -2.06 0.40 -2.67
N -1.37 1.45 -1.94
C -1.51 1.65 -0.63
N -2.56 1.00 -0.01
S -0.44 2.62 0.23
H -1.69 0.43 -3.69
H -3.14 0.55 -2.66
H -1.82 -0.59 -2.26
H -0.56 1.86 -2.42
H -2.83 0.11 -0.40
H -2.43 0.97 0.99
O 2.74 1.15 -4.59
Se 1.68 1.21 -3.36
O 1.13 -0.31 -2.87
O 2.36 1.75 -1.94
O 0.36 2.11 -3.73
*
```

Its total energy is -118764.8041 eV. As for the LUMO energy (spin up / spin down): 0.181 / 0.181 Eh. As for the largest force on an atom: 2.31 eV/Å. The HOMO-LUMO gap (spin up / spin down) comes out at 6.4 / 6.4 eV. The energy above the lowest of the compared OMol25 structures with the same formula, charge and spin comes out at 90.80 kJ/mol.

---

# 2
Below is a single C26H26ClN3O2S molecule, with properties calculated with wB97M-V/def2-TZVPD.

Geometry as ORCA input:
```
! wB97M-V def2-TZVPD RIJCOSX def2/J DEFGRID3
* xyz 0 1
C 6.55 -0.24 7.67
C 6.17 -0.82 6.34
C 5.40 -1.98 6.27
C 5.06 -2.54 5.05
C 5.47 -1.93 3.87
C 5.15 -2.58 2.56
O 5.54 -3.70 2.30
N 4.45 -1.83 1.67
C 3.70 -0.64 1.97
C 2.20 -0.92 1.93
N 1.85 -1.47 0.64
C 0.56 -1.32 0.14
C -0.50 -0.85 0.91
C -1.76 -0.66 0.36
C -1.99 -0.94 -0.98
N -3.25 -0.79 -1.58
C -4.39 -0.32 -1.06
O -4.56 0.09 0.08
C -5.57 -0.37 -2.03
S -5.16 -0.06 -3.77
C -4.80 1.68 -3.82
C -4.69 2.25 -5.09
C -4.42 3.59 -5.23
C -4.25 4.37 -4.09
Cl -3.91 6.06 -4.26
C -4.35 3.81 -2.83
C -4.62 2.46 -2.69
C -0.94 -1.40 -1.76
C 0.32 -1.58 -1.22
C 2.58 -2.69 0.37
C 4.08 -2.40 0.39
C 6.24 -0.77 3.93
C 6.58 -0.23 5.15
H 7.45 -0.74 8.04
H 5.77 -0.39 8.40
H 6.76 0.82 7.58
H 5.08 -2.46 7.18
H 4.49 -3.45 5.01
H 3.98 -0.26 2.96
H 3.94 0.13 1.22
H 1.66 0.02 2.08
H 1.94 -1.61 2.75
H -0.37 -0.65 1.96
H -2.56 -0.30 0.98
H -3.28 -1.05 -2.56
H -6.35 0.33 -1.71
H -5.99 -1.38 -2.03
H -4.83 1.63 -5.96
H -4.34 4.03 -6.21
H -4.22 4.42 -1.95
H -4.69 2.04 -1.70
H -1.10 -1.61 -2.81
H 1.12 -1.91 -1.86
H 2.29 -3.10 -0.59
H 2.36 -3.44 1.15
H 4.65 -3.32 0.26
H 4.34 -1.69 -0.40
H 6.58 -0.31 3.02
H 7.19 0.66 5.19
*
```

Its total energy is -59308.4695 eV. The SMILES is Cc1ccc(C(=O)N2CCN(c3ccc(NC(=O)CSc4ccc(Cl)cc4)cc3)CC2)cc1. As for the LUMO energy: 0.019 Eh. As for the largest force on an atom: 0.55 eV/Å. The HOMO-LUMO gap comes out at 8.2 eV. The energy above the lowest of the compared OMol25 structures with the same formula, charge and spin comes out at 0.00 kJ/mol.

---

# 3
Below is a single C4H2IN molecule in a non-equilibrium geometry, with properties calculated with wB97M-V/def2-TZVPD.

Geometry as ORCA input:
```
! wB97M-V def2-TZVPD RIJCOSX def2/J DEFGRID3
* xyz 0 1
N 0.08 -3.91 -0.01
C 0.51 -2.85 0.07
C 0.86 -1.56 -0.13
C 1.62 -0.33 -0.27
I 3.65 0.25 -0.35
C 0.14 -0.22 -0.04
H -0.63 0.07 -0.81
H 0.02 0.18 0.93
*
```

Its total energy is -13766.8175 eV. The SMILES is N#CC1=C(I)C1. As for the LUMO energy: -0.025 Eh. As for the largest force on an atom: 8.51 eV/Å. The HOMO-LUMO gap comes out at 8.5 eV. The energy above the lowest of the compared OMol25 structures with the same formula, charge and spin comes out at 67.94 kJ/mol.

---

# 4
Below is 2 unconnected molecules or ions with the total composition CH2FN5 in a non-equilibrium geometry, with properties calculated with wB97M-V/def2-TZVPD.

Geometry as ORCA input:
```
! wB97M-V def2-TZVPD RIJCOSX def2/J DEFGRID3
* xyz 0 1
H 2.70 -1.98 0.21
N 1.67 -2.19 0.33
N 0.86 -1.33 0.08
N -0.22 -0.94 0.04
N -1.17 -0.56 -0.69
C -1.88 0.51 -0.30
N -2.40 1.51 -0.02
F 0.57 2.41 -0.10
H -0.14 2.57 0.45
*
```

Its total energy is -11231.7997 eV. The SMILES is [H]/N=N/N=N/C#N.F. As for the LUMO energy: -0.022 Eh. As for the largest force on an atom: 2.98 eV/Å. The HOMO-LUMO gap comes out at 9.1 eV. The energy above the lowest of the compared OMol25 structures with the same formula, charge and spin comes out at 11.91 kJ/mol.

---

# 5
Below is a molecular structure, C57H76BrKNOP2Si, with properties calculated with wB97M-V/def2-TZVPD.

Geometry as ORCA input:
```
! wB97M-V def2-TZVPD RIJCOSX def2/J DEFGRID3
* xyz -1 1
K 0.25 1.83 -2.24
C -2.97 -0.77 -2.52
Si -2.04 0.07 -1.03
C -2.45 -1.36 0.22
C -3.78 -1.70 0.49
C -4.14 -2.90 1.08
C -3.16 -3.84 1.37
C -1.83 -3.51 1.14
C -1.46 -2.26 0.64
P 0.31 -1.70 0.62
C 0.95 -2.32 2.28
C 0.78 -3.70 2.92
C 1.80 -3.87 4.06
C 2.02 -2.55 4.81
C 0.75 -1.70 4.76
C 0.42 -1.30 3.31
C 1.03 -2.70 -0.83
C 1.44 -4.15 -0.58
C 2.78 -4.30 0.15
C 3.90 -3.51 -0.52
C 3.47 -2.06 -0.75
C 2.17 -1.94 -1.57
C -3.32 1.50 -0.63
C -4.60 1.53 -1.20
C -5.40 2.66 -1.19
C -4.94 3.83 -0.60
C -3.69 3.83 -0.01
C -2.89 2.69 0.00
P -1.24 2.69 0.82
C -0.44 4.27 0.18
C -0.65 5.64 0.85
C 0.11 5.81 2.16
C 1.59 5.53 1.98
C 1.79 4.14 1.38
C 1.07 4.01 0.05
C -1.72 2.80 2.60
C -2.72 3.85 3.08
C -2.94 3.74 4.60
C -3.40 2.34 5.00
C -2.44 1.27 4.48
C -2.23 1.40 2.98
H -3.99 -1.13 -2.32
H -3.01 -0.09 -3.38
H -2.39 -1.65 -2.83
H -4.56 -1.01 0.20
H -5.18 -3.13 1.28
H -3.42 -4.81 1.77
H -1.08 -4.25 1.37
H 2.04 -2.14 2.17
H -0.23 -3.77 3.32
H 0.89 -4.53 2.21
H 1.43 -4.63 4.76
H 2.75 -4.25 3.67
H 2.33 -2.74 5.84
H 2.84 -1.99 4.35
H -0.07 -2.28 5.19
H 0.85 -0.81 5.38
H -0.66 -1.21 3.19
H 0.83 -0.31 3.10
H 0.17 -2.70 -1.51
H 0.65 -4.67 -0.03
H 1.50 -4.66 -1.54
H 2.69 -3.93 1.17
H 3.06 -5.35 0.23
H 4.81 -3.53 0.08
H 4.17 -3.98 -1.47
H 3.31 -1.58 0.22
H 4.26 -1.49 -1.26
H 2.29 -0.03 -1.00
H 2.78 -1.52 -3.55
H -4.97 0.64 -1.70
H -6.38 2.64 -1.66
H -5.55 4.73 -0.61
H -3.34 4.74 0.46
H -0.85 4.32 -0.83
H -0.29 6.40 0.15
H -1.71 5.85 0.99
H -0.05 6.82 2.56
H -0.29 5.12 2.91
H 2.03 6.27 1.31
H 2.12 5.62 2.93
H 2.86 3.92 1.26
H 1.40 3.39 2.08
H 1.50 4.71 -0.68
H 1.25 3.00 -0.35
H -0.77 2.95 3.14
H -2.41 4.86 2.82
H -3.68 3.67 2.57
H -1.99 3.97 5.11
H -3.66 4.49 4.93
H -3.51 2.27 6.08
H -4.39 2.17 4.57
H -1.48 1.38 4.99
H -2.81 0.27 4.72
H -1.55 0.64 2.61
H -3.18 1.23 2.46
C 1.11 4.08 -3.84
C -0.25 4.37 -3.59
C -1.04 3.42 -4.29
C -0.16 2.55 -4.98
C 1.16 2.96 -4.70
H 1.95 4.65 -3.49
H -0.63 5.20 -3.02
H -2.12 3.39 -4.32
H -0.46 1.75 -5.64
H 2.06 2.51 -5.11
C -1.74 -5.20 -5.95
C -0.62 -4.48 -5.25
C 0.50 -5.16 -4.82
C 1.53 -4.51 -4.13
C 2.76 -5.32 -3.80
C 1.41 -3.15 -3.83
C 2.47 -2.43 -3.03
O 1.82 -0.57 -1.66
C 0.32 -2.44 -4.36
C 0.24 -0.94 -4.24
C -0.68 -3.11 -5.04
H -1.51 -6.26 -6.10
H -1.95 -4.76 -6.93
H -2.67 -5.15 -5.38
H 0.60 -6.22 -5.02
H 2.66 -6.33 -4.18
H 2.96 -5.39 -2.72
H 3.66 -4.88 -4.25
H 3.36 -3.07 -3.00
H 1.16 -0.46 -4.58
H 0.10 -0.66 -3.20
H -0.58 -0.54 -4.82
H -1.53 -2.55 -5.41
Br 5.67 2.33 3.94
C 4.65 1.85 2.42
C 3.40 1.28 2.58
C 2.69 0.97 1.43
N 3.16 1.18 0.21
C 4.36 1.73 0.07
C 5.15 2.10 1.15
H 2.99 1.09 3.56
H 1.70 0.53 1.48
H 4.71 1.89 -0.94
H 6.12 2.55 1.00
*
```

Its total energy is -176705.8850 eV. As for the LUMO energy: 0.068 Eh. As for the largest force on an atom: 0.52 eV/Å. The HOMO-LUMO gap comes out at 4.9 eV. The energy above the lowest of the compared OMol25 structures with the same formula, charge and spin comes out at 0.00 kJ/mol.

---

# 6
Below is a molecular structure, C35H38ClGaN3OPSb2Se, with properties calculated with wB97M-V/def2-TZVPD.

Geometry as ORCA input:
```
! wB97M-V def2-TZVPD RIJCOSX def2/J DEFGRID3
* xyz 2 1
Ga -1.06 -0.49 0.21
C -3.19 0.55 3.62
Sb -3.43 0.44 1.53
C -5.36 -0.43 1.44
C -4.03 2.50 1.26
C -3.08 3.49 1.87
C -3.22 3.85 3.21
C -2.36 4.74 3.82
C -1.33 5.31 3.08
C -1.19 4.98 1.74
C -2.05 4.07 1.13
C -1.87 3.74 -0.32
Sb -0.57 2.07 -0.67
C 1.15 2.73 0.35
C -0.17 2.44 -2.70
H -4.14 0.87 4.03
H -2.42 1.28 3.87
H -2.92 -0.43 4.02
H -6.07 0.34 1.73
H -5.40 -1.26 2.14
H -5.59 -0.77 0.44
H -4.98 2.49 1.79
H -4.24 2.64 0.20
H -4.04 3.43 3.79
H -2.50 5.01 4.86
H -0.66 6.03 3.53
H -0.41 5.45 1.15
H -1.33 4.53 -0.86
H -2.79 3.53 -0.86
H 1.59 3.55 -0.22
H 1.86 1.90 0.41
H 0.88 3.06 1.35
H 0.27 3.43 -2.75
H -1.10 2.41 -3.27
H 0.52 1.70 -3.08
Se 0.57 -1.89 3.47
N -0.05 -3.47 3.95
C -1.25 -3.58 3.40
C -2.09 -4.74 3.49
C -3.25 -4.72 2.80
C -3.62 -3.55 2.05
N -2.91 -2.47 1.95
C -1.70 -2.47 2.61
N -0.86 -1.44 2.50
H -1.77 -5.59 4.08
H -3.92 -5.56 2.82
H -4.57 -3.55 1.51
Cl -0.95 -2.52 -0.46
O 0.76 -0.17 -1.03
P 1.99 -0.86 -1.69
C 1.50 -2.18 -2.78
C 0.39 -1.98 -3.60
C 0.04 -2.95 -4.53
C 0.78 -4.12 -4.62
C 1.88 -4.33 -3.80
C 2.25 -3.36 -2.88
C 2.91 0.31 -2.66
C 2.94 0.26 -4.05
C 3.64 1.21 -4.77
C 4.33 2.22 -4.09
C 4.32 2.27 -2.70
C 3.62 1.32 -1.99
C 3.12 -1.46 -0.45
C 4.45 -1.72 -0.78
C 5.34 -2.17 0.18
C 4.90 -2.36 1.49
C 3.58 -2.09 1.83
C 2.69 -1.65 0.86
H -0.19 -1.08 -3.53
H -0.82 -2.80 -5.17
H 0.51 -4.88 -5.35
H 2.46 -5.24 -3.87
H 3.10 -3.53 -2.23
H 2.41 -0.53 -4.58
H 3.67 1.17 -5.85
H 4.88 2.96 -4.66
H 4.87 3.04 -2.18
H 3.64 1.34 -0.90
H 4.81 -1.55 -1.80
H 6.37 -2.37 -0.08
H 5.59 -2.70 2.24
H 3.25 -2.23 2.85
H 1.66 -1.44 1.13
*
```

Its total energy is -196025.9476 eV. As for the LUMO energy: -0.241 Eh. As for the largest force on an atom: 0.60 eV/Å. The HOMO-LUMO gap comes out at 6.8 eV. The energy above the lowest of the compared OMol25 structures with the same formula, charge and spin comes out at 186.18 kJ/mol.

---

Q: Look up the energy above the lowest of the compared OMol25 structures with the same formula, charge and spin of the sixth one.
A: 186.18 kJ/mol